9
Properties=species:S:1:pos:R:3 method="wB97M-V/def2-TZVPD" spin_multiplicity=3 lumo_ev="0.350 / -2.381" gap_ev="7.70 / 7.29"
C 1.0142 -1.4122 0.3190
C 0.0354 -0.9314 -0.1524
C -0.8787 -0.1884 -0.8169
O 1.1226 1.4371 0.3833
O -0.0777 1.6593 -0.2135
I -2.8161 -0.1107 -0.0027
H 1.6336 -1.9575 1.0548
H -0.9833 0.0488 -1.9309
H 0.9500 1.4550 1.3594

***

9
Properties=species:S:1:pos:R:3 method="wB97M-V/def2-TZVPD" spin_multiplicity=2 lumo_ev="-5.108 / -5.208" gap_ev="5.57 / 8.49" charge=+1
C -1.2345 0.5691 0.3286
O -1.5727 -0.2968 1.2084
Li -0.5780 -1.7488 0.5632
H -1.9847 1.2950 -0.0367
Pb 3.0329 -0.0406 -1.1639
C 0.0896 0.4827 -0.4263
C 1.1518 -0.3388 -0.0264
H -0.0955 0.7003 -1.4873
H 1.1910 -0.6220 1.0403

***

10
Properties=species:S:1:pos:R:3 method="wB97M-V/def2-TZVPD" spin_multiplicity=2 lumo_ev="-5.703 / -7.124" gap_ev="7.30 / 5.90" charge=+1
O 0.0919 -0.0882 0.4643
C -0.9575 -0.0241 1.3873
O -0.5546 0.6227 2.3995
C 0.7873 -0.4753 -1.7336
H 1.7892 -0.7491 -1.4013
H 0.6069 -0.3737 -2.8020
C -0.1466 -0.0652 -0.8818
O -2.0180 -0.5707 1.1667
Lu 1.4931 1.3319 2.5779
H -1.0917 0.3918 -1.1770

***

8
Properties=species:S:1:pos:R:3 method="wB97M-V/def2-TZVPD" smiles=C[N+]#CC#N lumo_ev=-7.151 gap_ev=10.66 charge=+1
C 0.1395 -1.9410 3.4037
C 0.1774 -1.3123 2.2048
C -0.0132 -0.0913 -0.0123
N 0.1283 -2.6710 4.3055
N 0.0494 -0.5382 1.2883
H 0.0153 -1.0169 -0.5862
H -1.0870 0.3350 -0.3799
H 0.8310 0.4415 -0.3373

***

8
Properties=species:S:1:pos:R:3 method="wB97M-V/def2-TZVPD" lumo_ev="-6.511 / -6.511" gap_ev="8.54 / 8.54" charge=+1
C -0.3950 -1.3213 -0.9130
C -0.5598 -0.0075 -1.5195
C -0.2639 -0.5548 0.3399
N 0.8831 -0.7973 -0.1960
N -0.8259 1.1264 -1.4696
H -0.9654 -0.1572 0.8875
H 1.8715 -1.0425 -0.1299
H -0.8003 1.8200 -2.2096

***

9
Properties=species:S:1:pos:R:3 method="wB97M-V/def2-TZVPD" smiles=Cc1c#[n+]on1 lumo_ev="-10.245 / -10.344" gap_ev="7.68 / 7.57" charge=+1
C 1.8299 0.1881 1.9436
C 1.2783 -0.3613 0.7443
C 0.0109 -0.0639 0.0784
N 2.2432 -1.1189 0.3539
N 3.0041 -0.2009 2.3510
O 3.4413 -0.9817 1.4300
H -0.4834 0.6492 0.7170
H -0.4197 -1.0710 -0.2379
H 0.3066 0.3038 -0.9488

***

9
Properties=species:S:1:pos:R:3 method="wB97M-V/def2-TZVPD" smiles="Cc1nc1=[N+]=O" lumo_ev="-7.383 / -7.381" gap_ev="8.89 / 8.89" charge=+1
C 2.4808 -0.2297 0.6984
C 1.1951 0.1066 -0.0249
C -0.3234 0.3526 -0.0872
N 2.0942 0.2749 -0.8633
N 3.7100 0.1394 0.5165
O 4.5977 -0.0229 -0.1569
H -0.7719 0.5975 0.9113
H -0.4809 -0.6680 -0.4301
H -0.4943 1.1794 -0.8052

***

10
Properties=species:S:1:pos:R:3 method="wB97M-V/def2-TZVPD" smiles="O=C([O-])n1cc[nH]1" lumo_ev=4.229 gap_ev=8.07 charge=-1
C 1.5211 -0.0489 0.2371
C 0.8486 0.9873 -0.2965
C -1.7527 0.0210 -0.0374
N 0.5062 -1.0112 -0.0683
N -0.2608 0.0173 -0.6836
O -2.1625 1.1240 0.2907
O -2.2741 -1.0557 -0.0732
H 2.4729 -0.4225 0.6472
H 1.1073 1.8859 -0.6893
H -0.0060 -1.4971 0.6731

***

10
Properties=species:S:1:pos:R:3 method="wB97M-V/def2-TZVPD" lumo_ev="4.062 / 4.007" gap_ev="7.68 / 7.83" charge=-1
C 2.1080 1.1307 -0.5843
C 0.9081 1.0296 -0.5169
C -0.4763 0.9371 -0.4887
N -0.9227 -0.3696 1.1794
N -0.9126 -1.5705 0.8435
O -0.7115 -2.0228 -0.2956
O -1.1598 -2.3335 1.8238
H 3.1565 1.1411 -0.6199
H -0.9369 0.2936 -1.2281
H -1.0530 1.7644 -0.1131

***

10
Properties=species:S:1:pos:R:3 method="wB97M-V/def2-TZVPD" lumo_ev=-8.365 gap_ev=6.87 charge=+1
C 0.8883 -0.3954 -0.1567
C -1.7219 1.1551 0.0201
C 0.2996 -1.6102 -0.3028
N -0.6781 1.3571 0.5672
N 1.8572 0.3425 -0.2154
O -2.6824 0.8994 -0.5359
O 2.6562 1.1556 -0.0549
H 0.4510 -2.2863 -1.2512
H -0.4837 -1.9260 0.3773
H -0.5863 1.3080 1.5524